No. 1
Here is a 2-piece molecular cluster, C10H18N3O overall from OMol25. Energies are from wB97M-V/def2-TZVPD.

Geometry (Å):
C1 0.80199 3.21275 -0.74430
C2 2.38153 0.12243 0.90120
C3 2.20359 1.28287 0.13460
C4 1.31533 -0.28011 1.68107
C5 1.13329 2.14787 0.26245
C6 0.23302 0.57146 1.87934
C7 0.16594 1.77516 1.20755
O1 1.16904 -1.54819 2.20578
H1 3.33113 -0.39508 0.84622
H2 2.98881 1.51503 -0.58102
H3 1.82251 -1.77835 2.88653
H4 -0.59894 0.31200 2.50854
H5 1.29583 3.07655 -1.70980
H6 0.91797 4.25232 -0.42275
H7 -0.66474 2.45474 1.35593
H8 -0.26831 3.13776 -0.96882
C8 -2.51515 -0.09923 -1.10746
C9 -3.93144 -0.45588 -1.60361
C10 -0.47797 -1.51097 -0.93093
N1 -1.76842 -1.31962 -0.75719
N2 0.08380 -2.66241 -0.49586
N3 0.28355 -0.74540 -1.70820
H9 -2.01542 0.41049 -1.93555
H10 -2.50952 0.56098 -0.23837
H11 -4.02455 -1.52704 -1.77479
H12 -4.23552 0.03715 -2.52155
H13 -2.18266 -1.82338 0.00916
H14 -0.53504 -3.33896 -0.07672
H15 0.97484 -2.64657 -0.02178
H16 -0.03535 0.12525 -2.09801
H17 1.28222 -0.76776 -1.54532
H18 -4.63803 -0.23033 -0.81577

Cartesian forces (eV/Å) of the 3 atoms listed first:
-0.556 0.405 -0.277
-0.346 0.504 -0.330
1.119 0.251 -0.051

Its charge is +1. The frontier orbital gap is 9.58 eV. As for the total energy: -17174.34160 eV. The LUMO energy is -0.09292 hartree. The calculation puts the HOMO energy at -12.108 eV.

These are the Mulliken partial charges, in e, on atoms 1 to 6: C -1.44; C -0.80; C -0.47; C 0.74; C 0.32; C -0.63



No. 2
Here is an isolated ion of composition C4ClO3 and charge -1 from OMol25. Energies are from wB97M-V/def2-TZVPD.

Geometry (Å):
C1 -0.04304 -1.68957 1.42654
C2 0.12786 -0.47744 1.72861
C3 -0.23362 0.40809 -3.05940
C4 0.04879 0.75829 1.19553
O1 0.04233 -2.88166 1.57302
O2 -0.01975 1.46664 -3.53187
O3 0.03062 1.88967 1.53476
Cl1 0.04682 0.52598 -0.86718

Cartesian forces (eV/Å) of the 3 atoms listed first:
1.436 -2.993 1.826
-0.529 1.013 -0.160
0.474 3.325 -3.345

Its charge is -1. The frontier orbital gap is 8.30 eV. As for the total energy: -22812.34181 eV. The LUMO energy is 0.13910 hartree. The calculation puts the HOMO energy at -4.519 eV.

These are the Mulliken partial charges, in e, on atoms 1 to 6: C 0.87; C -0.94; C 0.09; C 0.66; O -0.57; O -0.27



No. 3
Here is a 2-piece molecular cluster, C5H12N3O2 overall from OMol25. Energies are from wB97M-V/def2-TZVPD.

Geometry (Å):
C1 1.39136 4.12332 0.88064
C2 0.37913 -0.80902 -0.49188
C3 1.25836 2.99587 0.46560
C4 -0.90013 0.86837 0.62939
C5 -0.99816 0.28353 2.09193
N1 1.28332 1.61876 0.04814
N2 0.30134 0.45547 0.02158
N3 0.12321 -3.01081 -2.51089
O1 1.32434 -1.32160 -1.12423
O2 -1.21533 -1.08098 2.16527
H1 1.22258 5.21714 0.82498
H2 -0.62323 -1.30646 -0.35888
H3 -2.08180 -1.27062 2.26706
H4 -1.81385 0.34935 0.07674
H5 -0.93405 1.94874 0.52849
H6 -1.77323 0.88653 2.55963
H7 0.05374 0.39281 2.42535
H8 2.12176 1.47094 -0.54595
H9 0.80991 -2.04779 -1.66956
H10 0.29954 -3.90529 -2.08069
H11 -0.80484 -2.85539 -2.68652
H12 0.57603 -3.00285 -3.51621

Cartesian forces (eV/Å) of the 3 atoms listed first:
-0.856 0.929 -0.780
-1.482 3.960 1.714
-1.226 -3.626 -0.342

Its charge is +1. The frontier orbital gap is 9.14 eV. As for the total energy: -13933.03343 eV. The LUMO energy is -0.12170 hartree. The calculation puts the HOMO energy at -12.453 eV.

These are the Mulliken partial charges, in e, on atoms 1 to 6: C -0.14; C 0.22; C -0.12; C -0.83; C -0.46; N -0.37



No. 4
Here is one molecule with the formula C11H20N2O5 from OMol25. Energies are from wB97M-V/def2-TZVPD.

Geometry (Å):
O1 -1.35230 -0.20279 -1.92830
O2 -2.72356 2.06770 2.69826
O3 0.69907 -0.82855 3.37782
O4 -2.44886 -0.91896 -0.15292
O5 1.55278 -1.00187 1.22975
C1 -2.08196 0.00755 -0.98956
C2 -2.20952 1.83309 1.65674
C3 0.60999 -0.61086 2.23570
N1 -3.01802 1.87172 0.55730
C4 -3.91166 1.64022 -1.74356
C5 3.83981 -1.50138 1.53195
C6 2.15931 -3.12161 2.37354
C7 2.46591 -2.77863 -0.12549
C8 0.23597 2.24630 2.35095
C9 -2.67929 1.45152 -0.86842
C10 2.42224 -2.11644 1.31451
C11 -0.76892 1.29859 1.58028
N2 -0.67650 -0.15733 1.88806
H1 -3.96542 2.25443 0.74644
H2 -4.25217 2.65405 -1.50671
H3 -3.66288 1.50177 -2.70128
H4 -4.57272 0.91517 -1.16772
H5 3.90115 -0.54494 0.98175
H6 3.96583 -1.30091 2.61212
H7 4.63195 -2.17229 1.12664
H8 2.95837 -3.82054 2.30196
H9 2.13278 -2.62290 3.35316
H10 1.13254 -3.69552 2.32880
H11 1.52170 -3.32012 -0.21909
H12 3.21162 -3.50203 -0.16353
H13 2.71124 -2.11906 -0.89446
H14 0.06389 2.23894 3.43539
H15 0.12558 3.31559 1.91913
H16 1.19531 1.92169 2.03069
H17 -1.92434 2.10729 -1.34093
H18 -0.62444 1.41801 0.51737
H19 -1.31862 -0.38593 2.65915
H20 -1.01026 -0.75516 1.12604

Cartesian forces (eV/Å) of the 3 atoms listed first:
1.202 0.625 -1.490
-0.314 0.981 3.626
1.567 -0.322 2.784

Its charge is 0. The frontier orbital gap is 8.29 eV. As for the total energy: -24946.64442 eV. Its SMILES is C[C@@H](NC(=O)[C@@H](C)[NH2+]C(=O)OC(C)(C)C)C(=O)[O-]. The LUMO energy is -0.00335 hartree. The calculation puts the HOMO energy at -8.381 eV.

These are the Mulliken partial charges, in e, on atoms 1 to 6: O -0.68; O -0.63; O -0.49; O -0.85; O -0.31; C 0.60



No. 5
Here is C32H35F6N2O8P2S2TeV as an isolated structure from OMol25. Energies are from wB97M-V/def2-TZVPD.

Geometry (Å):
V1 -0.66437 0.13621 -0.15233
C1 2.02532 1.12630 -4.86014
C2 2.41821 2.05730 -3.91146
C3 2.42273 1.71701 -2.56830
C4 2.04876 0.43734 -2.15186
C5 1.61927 -0.47982 -3.11168
C6 1.61690 -0.13626 -4.45592
P1 2.17544 0.07355 -0.35119
C7 4.01556 -0.08178 -0.21579
C8 4.50576 -0.60399 0.98535
C9 5.86564 -0.74709 1.20215
C10 6.77245 -0.34287 0.23162
C11 6.30089 0.20120 -0.95102
C12 4.93565 0.32751 -1.17693
C13 1.64672 -1.66040 -0.34882
C14 2.44533 -2.79298 -0.45946
C15 1.85374 -4.04815 -0.42429
C16 0.47611 -4.14074 -0.28428
C17 -0.30637 -2.99522 -0.19190
C18 0.24008 -1.70026 -0.21046
H1 2.02873 1.38337 -5.91250
H2 2.72178 3.05132 -4.21569
H3 2.71539 2.44743 -1.82153
H4 1.31892 -1.47605 -2.81008
H5 1.28919 -0.85706 -5.19634
H6 3.80210 -0.89067 1.75294
H7 6.22179 -1.16151 2.13776
H8 7.83798 -0.45083 0.39552
H9 7.00097 0.53877 -1.70660
H10 4.59373 0.74358 -2.11366
H11 3.51874 -2.70266 -0.58107
H12 2.45716 -4.94493 -0.50724
H13 0.01024 -5.12061 -0.23778
H14 -1.37819 -3.13976 -0.07308
O1 -2.18604 1.30352 1.51486
C19 -3.60037 1.20619 1.43682
C20 -4.07186 -0.08428 2.06588
C21 -3.21822 -1.24791 1.56804
C22 -3.21769 -1.38973 0.06707
C23 -4.24024 -2.10815 -0.53459
C24 -4.20964 -2.38666 -1.88912
C25 -3.13226 -1.90129 -2.61472
C26 -2.17122 -1.15873 -1.97589
N1 -2.18026 -0.88447 -0.64780
H15 -1.88076 1.01025 2.38140
H16 -3.84763 1.23282 0.37411
H17 -4.07845 2.06490 1.92237
H18 -5.12615 -0.24088 1.82017
H19 -3.98483 -0.01568 3.15490
H20 -3.59030 -2.17608 2.00717
H21 -2.18817 -1.11090 1.88857
H22 -5.03267 -2.50505 0.08785
H23 -4.98259 -2.98175 -2.35562
H24 -3.03733 -2.08718 -3.67561
H25 -1.32869 -0.76916 -2.53711
F1 -0.95184 4.26909 1.10926
C27 -1.58980 4.20178 -0.06848
F2 -2.88961 4.16633 0.18851
F3 -1.34271 5.33512 -0.72535
S1 -0.70091 2.80491 -1.05185
O2 0.17756 2.22490 -0.06799
O3 -0.11194 3.54438 -2.12341
N2 -1.67159 1.66158 -1.58877
S2 -2.90145 2.12422 -2.47957
O4 -3.26346 3.49180 -2.27646
O5 -3.92553 1.12738 -2.47199
C28 -2.26269 2.07509 -4.23522
F4 -3.24945 1.69560 -5.06050
F5 -1.82205 3.25780 -4.64011
F6 -1.27956 1.17814 -4.33610
C29 -1.11209 2.58481 4.33534
C30 -1.04345 1.06927 4.45565
O6 0.24037 0.53419 4.18146
P2 0.86535 0.52743 2.65285
O7 -0.36472 0.16956 1.81414
Te1 2.33247 2.36301 2.55059
O8 1.79720 -0.78221 2.82227
C31 1.55597 -1.85491 3.73359
C32 0.42240 -2.76051 3.29263
H26 -2.11785 2.93494 4.58125
H27 -0.85588 2.89813 3.32325
H28 -0.39667 3.04692 5.01433
H29 -1.78685 0.60097 3.79700
H30 -1.26957 0.75965 5.47891
H31 1.35460 -1.43957 4.72183
H32 2.49445 -2.41257 3.77062
H33 -0.50180 -2.18426 3.22406
H34 0.29020 -3.57590 4.00698
H35 0.63389 -3.17410 2.30858

Cartesian forces (eV/Å) of the 3 atoms listed first:
0.913 1.568 1.185
-0.006 -0.016 -0.063
0.070 0.057 0.002

Its spin multiplicity is 4. Its charge is -1. The frontier orbital gap (spin up / spin down) is 5.95 / 6.38 eV. As for the total energy: -142649.11999 eV. The LUMO energy (spin up / spin down) is 0.08423 / 0.08374 hartree. The calculation puts the HOMO energy (spin up / spin down) at -3.657 / -4.102 eV.

These are the Mulliken partial charges, in e, on atoms 1 to 6: V -0.17; C -0.68; C -0.59; C -0.49; C 0.45; C -0.61



No. 6
Here is C9H16NOP as an isolated structure from OMol25. Energies are from wB97M-V/def2-TZVPD.

Geometry (Å):
C1 0.12907 -1.06937 0.72255
C2 1.41354 -1.33411 0.82860
C3 -0.35121 -0.04617 -0.21021
C4 2.47219 -0.18178 -0.28383
C5 3.67183 -0.96205 -0.76151
C6 -2.18818 0.73121 1.29568
C7 -2.66599 -0.79975 -0.64424
C8 -2.05008 1.59176 -1.03825
C9 -1.80810 0.37264 -0.14626
N1 0.33487 0.46234 -1.15363
O1 1.66040 0.15441 -1.36004
P1 2.91506 1.31597 0.74351
H1 -0.61383 -1.64160 1.26625
H2 1.95061 -2.07983 1.37524
H3 4.31890 -0.31177 -1.34999
H4 3.35296 -1.79032 -1.38956
H5 4.23565 -1.34157 0.08711
H6 -2.08730 -0.11438 1.97062
H7 -1.56011 1.54204 1.66105
H8 -3.22476 1.06412 1.32280
H9 -2.52946 -1.68308 -0.02471
H10 -2.39657 -1.05095 -1.66714
H11 -3.71767 -0.52601 -0.62064
H12 -3.10200 1.86854 -1.00862
H13 -1.76432 1.37542 -2.06208
H14 -1.45591 2.43472 -0.69357
H15 3.39771 0.56592 1.80847
H16 1.66270 1.45365 1.33240

Cartesian forces (eV/Å) of the 3 atoms listed first:
0.088 -0.423 0.154
2.356 2.820 -2.866
0.432 -0.165 0.136

Its charge is 0. The frontier orbital gap is 9.25 eV. As for the total energy: -22415.19089 eV. The LUMO energy is 0.02767 hartree. The calculation puts the HOMO energy at -8.501 eV.

These are the Mulliken partial charges, in e, on atoms 1 to 6: C -0.41; C -0.91; C 0.47; C 0.69; C -1.53; C -1.65